Computed, not measured: the ion C3H7N2 with charge +1 at a distorted geometry, with ωB97M-V/def2-TZVPD.

Energy relative to the best compared isomer or geometry (same formula, charge and spin), kJ/mol: 147.8
Kohn-Sham gap, eV: 11.88
E_HOMO, eV: -15.33
E_tot, Eh: -227.69805
LUMO level, eV: -3.5
2S+1: 1
Total charge: +1
SMILES: [NH2+]=CN1CC1

Element x y z (Å)
N1 -1.14218 0.67094 1.45086
N2 -0.00059 0.17115 -0.35255
C1 0.81698 -0.37164 -1.39021
C2 1.02584 -0.77181 -0.00280
C3 -0.97813 0.74132 0.16379
H1 -1.78121 1.34559 1.92887
H2 0.71761 -1.73515 0.35211
H3 -0.77320 0.02939 2.07621
H4 1.89746 -0.30852 0.36928
H5 -1.71912 1.27511 -0.66984
H6 0.23264 -0.94500 -2.10527
H7 1.64311 0.34295 -1.83287

Computed, not measured: the ion C3H7N2 with charge +1 at a distorted geometry, with ωB97M-V/def2-TZVPD.

Energy relative to the best compared isomer or geometry (same formula, charge and spin), kJ/mol: 237.1
Kohn-Sham gap, eV: 8.34
E_HOMO, eV: -13.55
E_tot, Eh: -227.66403
LUMO level, eV: -5.2
2S+1: 1
Total charge: +1

Element x y z (Å)
N1 -0.33932 -0.38013 -0.14913
N2 -2.56318 0.04914 0.19749
C1 -1.68590 -0.37776 -0.56505
C2 2.12772 0.02669 0.05260
C3 0.78214 0.11321 -0.67688
H1 0.76943 0.50776 -1.66827
H2 1.96253 -0.60013 0.91032
H3 -0.28969 -0.85490 0.83484
H4 2.28433 0.96257 0.54745
H5 -3.53353 0.00089 -0.03422
H6 3.01058 0.00983 -0.56067
H7 -2.52510 0.54282 1.11152

Computed, not measured: the ion C3H7N2 with charge +1 at a distorted geometry, with ωB97M-V/def2-TZVPD.

Energy relative to the best compared isomer or geometry (same formula, charge and spin), kJ/mol: 171.2
Kohn-Sham gap, eV: 10.97
E_HOMO, eV: -14.85
E_tot, Eh: -227.68915
LUMO level, eV: -3.9
2S+1: 1
Total charge: +1
SMILES: N=C1C[NH2+]C1

Element x y z (Å)
N1 -0.64119 -0.92619 0.28154
N2 1.47889 1.48911 -0.51287
C1 0.55397 0.73294 -0.19918
C2 -0.73299 0.13868 -0.72158
C3 0.47615 -0.22636 0.99859
H1 0.44915 0.25597 2.08092
H2 -0.68621 -0.23681 -1.68082
H3 -1.67897 0.70464 -0.52067
H4 -0.54415 -1.86426 -0.12058
H5 -1.36722 -1.10182 0.92823
H6 1.31568 -0.89174 0.90058
H7 1.37689 1.92583 -1.43415

Computed, not measured: a cluster of 2 separate species, C3H7N2O in total at a distorted geometry, with ωB97M-V/def2-TZVPD.

Energy relative to the best compared isomer or geometry (same formula, charge and spin), kJ/mol: 542.6
Kohn-Sham gap, eV: 9.97
E_HOMO, eV: -14.08
E_tot, Eh: -302.83337
LUMO level, eV: -4.1
2S+1: 1
Total charge: +1

Element x y z (Å)
O1 2.56562 0.79424 1.03188
N1 -0.71784 1.17130 0.23090
N2 2.03568 -0.05881 0.22857
C1 1.13087 -0.44948 -0.34684
C2 0.25898 -1.19268 -1.14879
C3 -1.70017 1.34797 -0.48152
H1 -0.25430 -0.32527 -1.76290
H2 -1.93755 0.90443 -1.39204
H3 -0.61733 1.55340 1.18787
H4 0.78609 -1.82023 -1.83622
H5 -0.61340 -1.68697 -0.76689
H6 -2.53751 2.13233 -0.17920
H7 3.18533 0.24608 1.61090

Computed, not measured: the ion C3H7N2O with charge +1 at a distorted geometry, with ωB97M-V/def2-TZVPD.

Energy relative to the best compared isomer or geometry (same formula, charge and spin), kJ/mol: 543.9
Kohn-Sham gap, eV: 7.11
E_HOMO, eV: -11.83
E_tot, Eh: -302.83286
LUMO level, eV: -4.7
2S+1: 1
Total charge: +1

Element x y z (Å)
O1 -0.26298 1.35104 -0.07713
N1 2.14048 -1.41956 -0.87399
N2 -1.46786 0.56210 1.82338
C1 1.76149 -0.28655 -0.45117
C2 0.13586 0.07226 0.10412
C3 -0.08958 0.99363 1.23432
H1 2.45872 0.50789 -0.20511
H2 -0.59606 -0.60212 -0.27335
H3 -1.93549 -0.15240 1.24068
H4 -2.13743 1.37663 1.91171
H5 3.06584 -1.79913 -0.89265
H6 -1.35513 0.18791 2.84463
H7 1.40997 -2.12452 -1.03541

Computed, not measured: a cluster of 2 separate species, C3H7N2O in total at a distorted geometry, with ωB97M-V/def2-TZVPD.

Energy relative to the best compared isomer or geometry (same formula, charge and spin), kJ/mol: 27.2
Kohn-Sham gap, eV: 11.30
E_HOMO, eV: -14.80
E_tot, Eh: -303.02966
LUMO level, eV: -3.5
2S+1: 1
Total charge: +1

Element x y z (Å)
O1 -3.13156 -0.46581 -0.67201
N1 1.19544 1.24089 0.23166
N2 0.29620 -0.65571 -0.14993
C1 0.14270 0.65185 -0.33934
C2 1.56570 -0.91445 0.35221
C3 2.11633 0.29945 0.60441
H1 1.83124 -1.93146 0.55611
H2 -3.77653 0.26264 -0.69445
H3 -0.74401 1.20806 -0.59555
H4 1.34554 2.24741 0.25621
H5 -0.19954 -1.35807 -0.67170
H6 -3.56847 -1.16120 -0.13601
H7 2.92698 0.57641 1.25839